## 1
{
  "formula": "C4H6NO3",
  "method": "ωB97M-V with the def2-TZVPD basis set",
  "total_charge": 1,
  "gap_ev": 10.17,
  "homo_energy_ev": -14.72,
  "symbols": ["C", "C", "C", "C", "N", "O", "O", "O", "H", "H", "H", "H", "H", "H"],
  "xyz": [[0.17514, 1.52586, 0.53118], [1.29570, 0.81647, 0.36477], [-1.00116, 0.89665, -0.04081], [-0.81243, -0.68931, 0.03387], [1.21037, -0.35785, -0.40325], [-2.03794, 1.18973, -0.57648], [-1.27692, -1.48041, -0.91511], [-0.75927, -1.11191, 1.20860], [0.02623, 2.54160, 1.06534], [2.27842, 1.03431, 0.66386], [1.48392, -0.29349, -1.39881], [2.11698, -0.88291, -0.02011], [-1.57463, -1.15782, -1.78487], [-1.12441, -2.03092, 1.27181]],
  "lowdin_charge": [0.036, -0.105, -0.282, -0.381, 0.070, 0.184, 0.195, 0.242, 0.178, 0.122, 0.157, 0.199, 0.177, 0.207]
}

---

## 2
{
  "formula": "C4H6NO3",
  "method": "ωB97M-V with the def2-TZVPD basis set",
  "total_charge": 1,
  "gap_ev": 10.31,
  "homo_energy_ev": -14.80,
  "symbols": ["C", "C", "C", "C", "N", "O", "O", "O", "H", "H", "H", "H", "H", "H"],
  "xyz": [[-0.39327, 0.54241, 1.55295], [0.44473, -0.47375, 1.50586], [-0.64825, 1.14887, 0.16689], [-0.21987, 0.13835, -0.94544], [0.89936, -0.89279, 0.24003], [-1.04642, 2.20334, -0.20557], [0.28132, 0.54586, -2.05424], [-1.10872, -0.79560, -1.08557], [-0.93058, 0.89285, 2.41242], [0.59045, -1.00058, 2.48101], [1.85593, -0.53946, -0.07807], [0.97371, -1.93735, 0.12988], [0.28722, 1.52312, -2.30810], [-0.98562, -1.35525, -1.81204]],
  "lowdin_charge": [0.069, -0.096, -0.251, -0.430, 0.107, 0.200, 0.197, 0.191, 0.132, 0.158, 0.193, 0.185, 0.214, 0.131]
}

---

Relative energies, kJ/mol: 1 10.2; 2 0.0.